C73H154F18N11O14S6 | ωB97M-V with the def2-TZVPD basis set

Structure (ORCA input):
```
! RIJCOSX wB97M-V def2-TZVPD def2/J DEFGRID3
* xyz 5 1
C -5.4534 -13.7038 -0.6073
C -6.2862 -12.6752 -0.3358
C -13.9892 -11.2694 -4.5742
N -14.0598 -12.2529 -5.2870
C -13.8815 -13.6905 -4.7906
C -14.3075 -12.1164 -6.7426
C -15.7289 -12.7101 -7.3566
C -15.6323 -13.9298 -8.2111
C -14.9132 -15.0507 -7.8659
H -4.3840 -13.4731 -0.5046
H -5.8276 -14.7710 -0.4568
H 15.4039 -12.8020 -5.9169
H -5.9788 -11.8377 -0.8163
H -7.3023 -12.7673 0.2530
H -13.9382 -10.2724 -5.0554
H -13.8000 -11.3063 -3.5315
H -14.5933 -14.2417 -5.3882
H -14.0930 -13.6555 -3.7699
H -12.8818 -14.0268 -5.0538
H -13.5431 -12.8142 -7.2046
H -14.2677 -11.0705 -7.0657
H -16.3316 -11.8723 -7.7527
H -16.2987 -13.1382 -6.4697
H -11.1384 -14.3494 -6.6134
H -16.1242 -13.6879 -9.1724
H -14.4020 -14.9740 -6.8924
H -14.5372 -15.8274 -8.5547
C 1.0809 3.3444 -0.2301
C -0.0493 2.3960 0.2420
C 0.2799 2.0974 1.7019
N -0.6575 1.1203 2.4231
C -0.4489 -0.2436 2.0011
C -2.0943 1.5183 2.1715
C -2.8490 0.7806 3.2258
C -1.8599 0.6941 4.4437
C -0.5508 1.1906 3.9311
H 1.1167 3.5168 -1.3214
H 2.0513 2.9861 0.1469
H 0.9548 4.2658 0.3123
H -0.0056 1.4487 -0.2991
H -1.0360 2.8276 0.1350
H 0.1804 3.0630 2.2463
H 1.3156 1.7629 1.9158
H 0.6038 -0.4793 2.0005
H -0.8300 -0.4712 0.9857
H -1.0616 -0.9699 2.6365
H -2.4626 1.2200 1.1756
H -2.2341 2.5447 2.2316
H -3.2358 -0.1864 2.9365
H -3.7600 1.3477 3.5365
H -1.8838 -0.3299 4.8903
H -2.1503 1.3481 5.2572
H 0.2613 0.5445 4.3448
H -0.3644 2.2588 4.0927
C 14.4384 -2.2401 4.3450
C 13.6261 -3.5832 4.4324
C 12.8203 -3.6244 5.7455
N 11.5132 -4.3753 5.6351
C 11.6630 -5.7787 5.2140
C 10.5560 -3.7807 4.7187
C 9.1196 -4.2548 5.1278
C 9.2366 -4.5850 6.5731
C 10.7259 -4.3804 6.9788
H 14.6030 -1.9428 3.3210
H 15.3200 -2.2891 4.9690
H 13.8164 -1.3933 4.6671
H 14.2819 -4.4278 4.2452
H 12.8763 -3.5708 3.6543
H 12.4973 -2.6374 6.0344
H 13.3474 -4.1447 6.5682
H 12.3531 -5.8999 4.3763
H 10.6566 -6.1042 4.9979
H 12.1904 -6.4050 5.9858
H 10.8446 -4.0153 3.6827
H 10.6494 -2.6921 4.8825
H 8.7490 -5.1611 4.5249
H 8.5498 -3.3614 4.9906
H 8.9588 -5.5583 6.7544
H 8.5919 -3.9133 7.1489
H 11.1577 -5.1561 7.6809
H 10.9931 -3.4644 7.4776
C 0.5909 3.8297 6.7077
C 1.4489 5.0848 6.4255
C 0.6988 6.2901 6.9240
C 0.5418 6.2752 8.3988
N -0.8649 6.7413 8.8314
C -0.9256 6.6429 10.3863
C -2.3890 6.4002 10.6788
C -2.9686 5.5812 9.5249
C -2.0114 5.7781 8.3911
C -1.1537 8.1219 8.3959
H -0.4175 3.8038 6.3120
H 0.6060 3.6775 7.7806
H 1.0742 2.9488 6.2948
H 1.6068 5.2182 5.3891
H 2.3876 4.8772 6.8454
H -0.2110 6.4727 6.4049
H 1.2375 7.1855 6.6273
H 1.1428 6.9400 8.9530
H 0.5654 5.2392 8.8407
H -0.4872 7.5235 10.8672
H -0.4264 5.7250 10.6226
H -2.8875 7.3733 10.7759
H -2.5000 5.8418 11.6137
H -4.0007 5.7966 9.2167
H -2.9476 4.5288 9.8528
H -2.4516 6.2040 7.4457
H -1.5808 4.8042 8.0913
H -1.0466 8.3260 7.3297
H -0.4733 8.6945 9.0024
H -2.2183 8.3581 8.7158
C -5.3816 12.9937 -1.6712
C -5.3224 11.6001 -0.9896
C -5.7385 11.8061 0.4720
C -7.2010 12.2401 0.6612
N -7.9420 11.4982 1.7465
C -7.9859 10.0162 1.4044
C -9.2274 9.8104 0.5637
C -10.2876 10.7118 1.2435
C -9.4595 11.8816 1.7873
C -7.2619 11.7722 3.0440
H -5.3166 12.8021 -2.7102
H -4.3945 13.4733 -1.5540
H -6.2387 13.6504 -1.4674
H -4.3754 11.1779 -1.1878
H -6.1060 10.9607 -1.3808
H -5.0692 12.5015 0.8865
H -5.5637 10.8174 0.9843
H -7.7857 12.2683 -0.2840
H -7.2222 13.3009 0.9906
H -8.1316 9.5450 2.3749
H -7.0443 9.5896 0.9760
H -9.5474 8.7454 0.5031
H -9.0239 10.0686 -0.4560
H -10.8243 10.1617 2.0393
H -11.0299 11.0355 0.4733
H -9.6383 12.2333 2.7737
H -9.5408 12.7055 1.0537
H -7.1239 12.8551 3.1480
H -6.3112 11.2468 3.0357
H -7.7003 11.3588 3.9485
C 11.1669 3.5498 -11.9494
C 10.4250 2.6385 -12.7898
C 10.5750 1.1653 -12.7278
C 10.2710 0.7595 -11.1345
N 10.7108 -0.5732 -10.6624
C 10.1612 -1.7417 -11.4699
C 9.2828 -2.5578 -10.5804
C 8.9771 -1.7957 -9.3717
C 9.9687 -0.7277 -9.2221
C 12.1795 -0.5559 -10.4352
H 12.1943 3.9834 -12.4647
H 11.5769 3.1539 -10.9981
H 10.7316 4.5777 -11.9588
H 11.1293 2.6150 -14.1227
H 9.4136 2.9760 -13.1398
H 11.6345 0.8555 -12.7962
H 10.0176 0.4876 -13.3401
H 9.2173 0.7923 -11.0609
H 10.7750 1.5269 -10.5476
H 11.0484 -2.1557 -11.9799
H 9.5526 -1.4328 -12.3114
H 9.9751 -3.4209 -10.2428
H 8.4985 -3.0702 -11.0739
H 8.9025 -2.3182 -8.3640
H 7.8266 -1.5031 -9.3099
H 10.7016 -0.8612 -8.4303
H 9.4244 0.1900 -8.9752
H 12.5384 -1.5380 -9.9309
H 12.4493 0.2626 -9.7899
H 12.6408 -0.5065 -11.3965
C -0.6600 -1.5465 -10.3855
C -2.1241 -1.1930 -10.1097
N -2.5255 -0.3823 -8.8687
C -1.9307 -1.1135 -7.6905
C -1.9266 0.9488 -8.9352
C -1.9160 1.9080 -7.6740
C -4.0304 -0.3697 -8.6717
C -4.7446 0.6450 -7.9037
O -4.3277 0.6458 -6.6006
C -4.8883 1.6937 -5.7287
H -0.1140 -0.7131 -10.7408
H -0.7628 -2.3036 -11.1863
H -0.0873 -1.9152 -9.5202
H -2.6992 -2.1381 -10.1025
H -2.5063 -0.5546 -10.9302
H -0.8282 -0.9866 -7.6610
H -2.1558 -2.2084 -7.7024
H -2.2911 -0.7623 -6.7541
H -2.5182 1.4206 -9.7341
H -0.9183 0.8033 -9.2450
H -1.3980 2.8111 -8.0151
H -1.3937 1.5376 -6.8032
H -2.9151 2.2359 -7.3956
H -4.4301 -1.4262 -8.5066
H -4.4360 -0.2371 -9.6605
H -5.8147 0.3094 -7.9295
H -4.6073 1.6372 -8.3146
H -4.3542 1.6650 -4.7703
H -5.8954 1.4443 -5.4311
H -4.7753 2.6703 -6.1973
C 1.9025 -5.4842 7.9593
C 1.0238 -6.5662 7.3148
N -0.4354 -6.6716 7.3922
C -0.9255 -6.8618 8.8505
C -1.0679 -5.4032 6.7761
C -2.5984 -5.3743 7.0313
C -0.8363 -7.9446 6.6627
C -0.4656 -8.1375 5.2549
O -1.0879 -7.1648 4.3935
C -0.9080 -7.3777 2.9694
H 2.9039 -5.8718 7.7583
H 1.8265 -5.5450 9.0680
H 1.8272 -4.4743 7.4763
H 1.2864 -7.5927 7.7075
H 1.1370 -6.4412 6.2634
H -0.0670 -7.0296 9.5535
H -1.6611 -7.6755 8.9752
H -1.3239 -5.9077 9.2116
H -0.8373 -5.4810 5.7287
H -0.5265 -4.5832 7.1817
H -2.8134 -5.0002 8.0210
H -3.0677 -6.2989 6.7626
H -2.9733 -4.7140 6.2821
H -1.8969 -7.9991 6.8609
H -0.4684 -8.7350 7.3008
H -0.8112 -9.1194 4.9938
H 0.6438 -7.9673 5.1253
H 0.0964 -7.1668 2.7160
H -1.6953 -6.7530 2.5532
H -1.1928 -8.4428 2.7135
C 4.5887 -0.2935 -3.1005
F 5.1023 0.8211 -2.6017
F 4.9461 -0.4276 -4.3989
F 5.0591 -1.2982 -2.4470
S 2.7739 -0.2984 -3.0712
O 2.3683 -1.5344 -3.5032
O 2.3087 0.2467 -1.8315
N 2.5454 0.9476 -4.2646
S 1.5025 0.6192 -5.3949
O 1.9957 -0.5099 -6.1733
O 0.1864 0.6899 -4.8708
C 1.6527 2.1089 -6.4500
F 1.2254 1.7432 -7.6466
F 1.0005 3.1116 -6.0230
F 2.9703 2.3554 -6.6077
C 2.0979 -4.0222 3.9772
F 3.3675 -4.1146 4.4946
F 2.1890 -3.9895 2.6529
F 1.5264 -5.1735 4.3981
S 1.2559 -2.5280 4.7081
O -0.0153 -2.6449 4.0391
O 1.3273 -2.6669 6.1597
N 2.0511 -1.3415 4.0511
S 3.1117 -0.5012 4.7809
O 2.5185 0.7827 5.1297
O 3.9001 -1.2495 5.7735
C 4.1352 -0.1153 3.2574
F 4.5847 -1.3145 2.7588
F 3.4340 0.4344 2.3195
F 5.1360 0.6836 3.5320
C -3.6640 8.8234 4.4095
F -2.6922 8.3642 5.2076
F -4.5961 9.3725 5.1769
F -3.2504 9.6840 3.4765
S -4.3497 7.3709 3.4546
O -4.8884 6.4492 4.4613
O -5.2832 7.9618 2.5243
N -3.0950 6.8402 2.7424
S -1.9341 5.9394 3.2879
O -1.5436 6.0802 4.6844
O -1.9722 4.6491 2.6808
C -0.4668 6.6120 2.3962
F -0.2351 7.8498 2.7210
F 0.4999 5.7940 2.7467
F -0.6542 6.4893 1.0863
*
```

- HOMO-LUMO gap: 0.539 eV
- HOMO level: -11.601 eV
- Calculated total energy: -8713.797721 hartree